(1)
Density functional theory data (the ωB97M-V functional and the def2-TZVPD basis) for a structure of composition C30H37CdCl5N5OS3Si.

Structure (XYZ):
```
83
Properties=species:S:1:pos:R:3
H -0.2345 3.7936 -3.8104
C 2.9140 -2.0077 -1.6225
C 0.2228 -4.9892 4.2784
N 2.6003 -1.3707 -2.9385
N 0.2642 2.2564 1.0439
H 0.1762 -2.3026 -2.3196
H -5.2017 0.1878 -0.9967
S 3.8583 3.7427 3.9676
H 1.6076 6.2626 -1.6425
N -0.6410 -0.3131 0.8661
C -2.3724 -1.7347 0.0477
C 1.4904 4.2827 -2.5736
H 1.7447 -0.7116 -2.9362
H -0.0353 1.9479 -2.2797
H -3.9107 -3.2756 -1.7233
H -4.2621 0.9982 -2.2543
O 1.3958 -2.0039 2.5584
H 1.2736 -1.3058 -0.4568
H 0.4382 -6.0490 4.2822
H 3.5150 4.5457 -1.7931
H 1.0918 2.6456 -3.9751
C 0.9370 -4.1571 3.4095
C 1.3809 4.0516 -0.0559
C -4.5547 -2.3951 -1.6883
Cl 4.5317 2.1271 0.3469
H 1.9995 4.9324 0.0535
C 3.1192 2.2838 3.8718
N -0.5512 -0.9377 4.1213
H -2.4688 -2.0976 -3.4370
H 1.4733 6.2806 -3.4005
N 0.5584 -2.8870 -1.5831
H -2.5830 -3.0791 6.5935
H 1.2967 3.7038 2.0683
Cl 2.1247 -4.8788 2.3645
H -3.9431 -1.4094 -4.1392
H -5.5582 -0.1106 -2.7060
H -1.6116 0.6825 4.7678
H 0.7111 -3.8322 -1.9024
C 3.0147 4.1254 -2.6663
C 1.1349 5.7730 -2.4940
C -0.2990 -2.2646 4.2179
H 3.3889 4.6296 -3.5607
C -3.1551 -1.2501 -3.3983
H 3.4631 -2.9292 -1.8205
C -2.6681 -0.8610 -0.9887
H 3.3904 -0.8591 -3.3234
H 1.2174 4.2479 -4.7070
Cd 1.0122 0.2002 2.6011
H -1.0786 -2.1194 1.7167
C 0.7487 -2.7746 3.3406
H -5.3411 -2.5290 -2.4335
C -1.3486 -1.4326 0.9271
S 1.4455 2.0598 4.2323
H 3.5666 -1.3378 -1.0707
C 1.0142 3.5745 -1.3100
H -2.5817 -0.3674 -3.6789
H -5.0275 -2.3507 -0.7049
H -2.9759 -0.6334 6.3999
C 1.6290 -2.2616 -0.8428
H -2.0449 1.0073 -1.8660
Cl 0.1344 -0.1487 -3.8204
C -1.8915 0.2903 -1.0720
Cl -1.6024 -5.5535 6.1838
C -1.0279 -3.0963 5.1008
C -4.7556 0.0639 -1.9856
C 0.2463 2.4135 -1.3439
C 0.9945 3.3686 1.0825
H 1.8893 -2.8595 0.0322
Cl 4.8236 -1.0824 1.0884
Si 3.4486 0.5557 1.3188
C -1.4681 -0.3873 4.8759
C -3.7764 -1.1180 -2.0028
S 4.0778 0.8172 3.4459
H 0.0551 5.9111 -2.4085
C -2.2312 -1.1305 5.7937
C -0.7330 -4.4809 5.1126
C -0.9105 0.5431 -0.1269
H 2.3042 -2.0577 -3.6284
H -2.9059 -2.6643 0.1795
H 3.2903 3.0708 -2.7192
C 0.8535 3.7003 -3.8346
C -0.1047 1.7968 -0.1489
C -2.0123 -2.4756 5.9005
```

Values from the calculation:
DFT total energy: -5467.50434 Eh
total charge: -1
HOMO energy: -4.61 eV
energy above the lowest of the compared OMol25 structures with the same formula, charge and spin: 9.1 kcal/mol

=====

(2)
Density functional theory data (the ωB97M-V functional and the def2-TZVPD basis) for a structure of composition C30H37IIrN3O4.

Structure (XYZ):
```
76
Properties=species:S:1:pos:R:3
C -2.6822 3.8548 1.9249
H -4.3619 0.0509 0.6978
I -2.1360 4.3470 -2.5542
Ir -0.5072 2.2120 -0.5820
H 5.3060 2.9508 1.0634
H -1.0512 -9.2307 0.7383
H 0.7966 8.1153 -0.5339
H -4.2608 2.4733 1.4775
C 1.2795 1.3131 3.2325
O -2.6376 2.1606 0.1489
H -3.0009 4.6485 1.2271
N -0.1024 0.9219 1.2600
O 0.4042 1.1321 -3.3318
H 0.2151 -0.6780 -4.2880
C 1.0995 1.3115 1.8801
H 2.2749 -4.0751 1.5364
N 1.8637 1.9091 -0.3198
C 2.8130 2.2670 -1.1593
C 1.5573 -4.8649 1.8570
C -3.8294 0.0808 -0.2450
C -0.5217 6.5358 -1.3332
H -4.4641 -0.3657 -1.0521
C 1.0835 6.2597 0.4128
C 0.7192 4.9393 0.4572
H -2.7810 1.7274 2.1391
H -1.0137 7.1493 -2.1039
H -0.9432 -9.3428 -1.0209
C -0.4440 -8.9822 -0.1223
H 1.8494 -0.0480 -4.1556
H -0.8733 0.8450 1.9306
H -3.1949 1.5261 -1.7126
C 0.8258 0.1998 -4.3498
H 2.2176 -5.6259 2.3536
H 2.5533 2.3285 -2.1787
H -1.5798 3.8952 1.9318
H -0.1054 -2.6802 -1.1254
H 4.8182 2.8914 -1.4570
H 1.2244 4.2698 1.1185
H 0.4666 1.0708 3.8839
C 3.5948 2.1149 3.0109
C -0.7598 5.2093 -1.2338
C -0.1070 0.7337 -2.1722
C 0.2167 -3.1465 -0.2178
C 0.7146 -5.4068 0.7887
C 2.1050 1.7934 1.0151
C -3.5780 1.4906 -0.7133
H -0.9904 -4.9350 -3.2527
H 2.6765 1.6855 4.8366
C 0.0775 -4.5929 -0.1998
H -1.5522 -3.5471 -2.2367
C 2.5218 1.7287 3.7950
H -4.4920 2.0424 -0.6903
H 0.0713 0.0333 0.8135
C 3.3477 2.2124 1.5899
O 0.5796 -2.5062 0.7594
H 0.4977 -9.5513 0.0188
C -0.1911 -7.4946 -0.2196
N -0.1786 4.3733 -0.3695
H -2.8622 -0.4466 -0.2304
C 4.0856 2.6149 -0.6889
H 0.9754 -7.4419 1.5228
C -3.1722 2.4793 1.4697
H 0.7299 0.7287 -5.3074
H 4.5870 2.3687 3.3886
C -1.4213 -4.6295 -2.2676
O -0.3979 -0.4125 -1.8374
C 0.5753 -6.8467 0.7437
H -1.2087 -7.2095 -1.9893
C 4.3575 2.6156 0.6474
C -0.6882 -5.2473 -1.1739
H -3.1181 4.1313 2.9375
C -0.7634 -6.6874 -1.1852
H -2.3838 -5.1238 -2.3027
H 1.7652 6.6158 1.1493
C 0.4709 7.0687 -0.5274
H 1.0376 -4.3083 2.6828
```

Values from the calculation:
DFT total energy: -2031.52654 Eh
total charge: +3
spin multiplicity: 6
HOMO energy (spin up / spin down): -15.64 / -16.27 eV
energy above the lowest of the compared OMol25 structures with the same formula, charge and spin: 0.0 kcal/mol

=====

(3)
Density functional theory data (the ωB97M-V functional and the def2-TZVPD basis) for a structure of composition C30H38AsF9N6O6PReS2.

Structure (XYZ):
```
94
Properties=species:S:1:pos:R:3
S -7.9217 -14.5169 -11.9951
F -3.1794 -15.0644 -10.0538
C -6.5326 -5.3880 -16.3560
C -5.5336 -7.9920 -18.4816
H -9.3534 -13.0272 -17.6099
H -3.5710 -6.2915 -16.0272
F -7.6650 -16.7044 -10.3037
H -9.1468 -10.9313 -13.9875
H -9.7848 -8.1112 -17.6002
C -3.8758 -9.6065 -10.0146
C -5.6730 -9.6847 -11.8268
H -7.8124 -4.1793 -14.5748
C -4.6563 -3.8729 -15.6736
H -7.6459 -6.1506 -13.2477
H -7.0982 -9.1532 -13.4181
N -4.6414 -9.7438 -17.1121
C -7.6661 -12.1910 -16.3806
P -5.9673 -6.6876 -15.0618
N -6.3470 -14.4548 -12.3941
C -4.5787 -9.1427 -18.3419
H -10.6913 -9.0985 -13.4337
H -10.6615 -8.4661 -15.0418
H -8.5433 -8.0706 -18.8875
H -4.4903 -2.8184 -15.3002
H -8.0089 -10.2715 -18.7039
N -4.0094 -4.7557 -14.6451
H -6.0566 -6.5860 -12.5349
F -4.0310 -8.3554 -9.3356
F -3.8419 -16.3883 -11.6650
O -8.7017 -14.4828 -13.2051
O -5.5526 -13.1864 -10.3677
H -8.4565 -14.2584 -16.7496
C -2.1428 -12.4323 -17.6532
H -1.2907 -12.5650 -18.3192
F -4.7166 -10.4280 -9.3100
H -1.5931 -14.0664 -16.4030
C -8.8319 -9.9834 -18.0251
H -6.5742 -4.0897 -12.5019
C -2.9467 -11.3190 -17.8819
C -2.3369 -13.2836 -16.5941
C -3.3369 -9.4751 -12.5481
H -10.1145 -8.7311 -19.2429
H -4.0686 -4.9995 -12.6158
C -10.0207 -9.0037 -14.3459
H -10.2897 -10.9315 -15.3187
H -5.1220 -11.8321 -15.2510
H -3.4158 -6.6165 -14.2413
H -6.8980 -2.8101 -14.3196
C -6.7549 -3.8452 -14.5278
O -5.5415 -7.2456 -19.4505
C -9.5093 -10.3272 -14.8205
C -4.2478 -11.8689 -15.8979
C -8.8462 -13.2090 -16.6715
C -6.5280 -6.0625 -13.3622
F -5.1086 -16.1096 -9.9138
C -3.5638 -9.3991 -19.2277
As -8.0523 -10.2453 -16.1412
C -8.2945 -16.3354 -11.4283
C -4.0501 -6.1490 -15.0351
H -6.4146 -9.9190 -11.0528
N -6.1491 -4.0895 -15.8052
C -9.3889 -8.6396 -18.4594
C -3.9440 -10.8806 -16.8862
O -4.0805 -13.6261 -12.4527
H -2.2520 -9.5975 -12.3526
C -4.5910 -4.3498 -13.3687
O -8.2450 -13.7288 -10.8311
H -6.9475 -12.2457 -17.1834
F -9.6186 -16.4742 -11.2884
H -7.6418 -5.4751 -16.5160
C -3.7890 -9.1494 -13.7907
H -3.4295 -8.7052 -20.0523
H -9.5381 -10.8268 -18.1082
H -6.0402 -5.5267 -17.3618
H -7.1361 -12.4196 -15.4733
H -9.5998 -13.3014 -15.9104
H -3.0585 -8.9540 -14.5607
H -4.4128 -3.3136 -13.2953
H -9.2525 -8.2539 -14.0457
F -2.5726 -9.9134 -9.8396
H -3.7240 -13.6334 -14.8956
C -4.2262 -15.5095 -10.7366
N -5.1048 -9.1414 -14.1111
O -6.5386 -8.0035 -17.5640
H -4.1163 -3.9456 -16.6145
S -5.1348 -13.9750 -11.5115
N -6.1058 -4.5335 -13.3597
C -4.2687 -9.6373 -11.4337
F -7.8816 -17.1397 -12.4257
H -1.9981 -10.7560 -19.7819
C -6.0281 -9.3109 -13.0838
Re -5.9967 -8.8945 -15.8856
C -3.4659 -12.9968 -15.7332
C -2.7514 -10.5026 -19.0277
```

Values from the calculation:
DFT total energy: -6295.29932 Eh
total charge: +3
spin multiplicity: 4
HOMO energy (spin up / spin down): -14.74 / -14.74 eV
energy above the lowest of the compared OMol25 structures with the same formula, charge and spin: 103.7 kcal/mol

=====

(4)
Density functional theory data (the ωB97M-V functional and the def2-TZVPD basis) for a structure of composition C30H38ClN2O4PPtSi2.

Structure (XYZ):
```
79
Properties=species:S:1:pos:R:3
C -0.7478 1.1207 2.4110
C -2.6916 0.0642 3.2710
Si -1.4949 -3.0150 -0.1939
H -3.5952 -2.0900 -3.0866
H -0.4358 4.4194 -1.1026
H 1.0035 3.6249 -1.2785
H 2.4649 3.0965 3.2679
H 0.0740 1.8106 2.5075
Si -3.6052 -0.4070 -1.2451
H 0.3815 -2.4626 1.3303
C 2.4061 -0.2242 2.5685
C 4.5641 3.8465 -1.8334
C -2.8115 -0.6113 2.0717
C -3.3940 1.4301 -1.0725
C 3.3163 2.2276 -0.5635
H 3.0792 4.3645 -0.3787
H -3.4929 1.7659 -0.0382
H 4.7838 4.8763 -2.0798
C -3.5837 -1.0055 -2.9939
C 1.1418 4.7699 3.3066
C -0.0901 5.1852 1.2758
C 2.9653 0.9002 1.9661
H 5.8905 1.0218 3.6690
Pt 0.4503 0.6343 -0.3090
C 1.4476 3.3328 1.3851
C -2.1568 -1.1842 -0.1567
C -1.7667 -3.7866 -1.8500
C 0.2743 -2.9659 0.3673
H 4.8839 -0.9594 4.7485
C -1.6453 0.9565 3.4383
H 1.3888 5.0382 4.3241
O 1.3336 0.4437 -2.1946
H -2.3667 -3.4233 2.1195
C 4.9983 1.4930 -2.1181
H 6.0190 3.0471 -3.1861
H -2.3943 -4.8494 1.0850
C -1.8684 -0.3954 1.0662
H -0.2843 6.3541 3.0488
P 2.0937 1.8107 0.6851
H -5.9659 -0.7841 -0.9999
H 4.6811 2.2058 1.8827
H -5.1265 -2.1464 -0.2827
H -0.7976 5.7862 0.7171
H -2.8248 -3.9582 -2.0509
C 4.2282 1.3462 2.3628
C 5.2600 2.8177 -2.4503
H 0.9350 -2.4926 -0.3587
H -1.2789 -4.7654 -1.8423
H -1.3326 -3.2180 -2.6711
O -0.2065 0.0964 -3.9907
H 0.6152 -3.9964 0.4996
C 0.5321 4.1074 0.6469
C 1.7538 3.6880 2.7052
C 0.2062 5.5073 2.5873
C 3.5938 3.5561 -0.8847
O 0.8094 -1.7685 -2.9444
H 2.6646 -1.7692 4.0318
H -2.4279 1.7629 -1.4579
N 0.2055 3.7679 -0.6716
H -3.6225 -1.3052 1.9089
H -5.3055 -0.6199 0.6177
H 5.5547 0.6951 -2.5908
C -2.5975 -3.7746 1.1144
N -0.8334 0.4542 1.2419
Cl 0.3067 -0.4644 -2.8168
H -4.1709 1.9314 -1.6547
O -0.7782 -0.4356 -1.7342
C 4.0295 1.1949 -1.1775
H -1.5155 1.5203 4.3504
H -4.5027 -0.6346 -3.4580
C 3.0958 -0.8910 3.5700
C -5.1205 -1.0582 -0.3615
H -2.7472 -0.6071 -3.5653
C 4.9115 0.6778 3.3646
C 4.3442 -0.4372 3.9699
H 1.4447 -0.5950 2.2382
H -3.4145 -0.1042 4.0582
H -3.6635 -3.6493 0.9224
H 3.8355 0.1621 -0.9117
```

Values from the calculation:
DFT total energy: -3075.54656 Eh
total charge: +2
HOMO energy: -13.69 eV

=====

(5)
Density functional theory data (the ωB97M-V functional and the def2-TZVPD basis) for a structure of composition C30H38F2O3.

Structure (XYZ):
```
73
Properties=species:S:1:pos:R:3
H 1.5507 -4.9008 2.3697
O 0.3256 2.5405 0.7646
C -4.3770 1.8784 -1.3143
H 2.3982 -1.2963 1.0024
C 0.3187 -0.9729 -4.4934
H 3.9282 -0.5091 2.9086
C 0.7078 0.1257 -6.7723
C -0.9417 0.4635 -1.1409
H -6.4577 1.6434 1.3234
H 0.7913 -2.9038 4.2859
C -4.9202 1.4784 -0.0957
H -0.0807 4.2617 -1.9900
H 2.3290 1.0663 3.1678
H 4.1166 1.7754 1.7273
C 3.4798 -1.4833 1.0390
H 3.4576 -4.1727 3.2559
O -1.4571 1.6560 1.9082
C -0.5254 1.4505 -3.4467
C -0.8146 -1.1458 3.1469
H -0.0284 -4.3958 3.8112
C 0.7463 0.5792 1.8406
H -0.8284 2.4300 -3.0817
H 1.2389 -3.4526 1.4252
H -2.7321 -1.1091 0.4493
H 1.1929 4.3662 -0.7398
H -5.8452 3.2170 0.8134
C 4.1023 -0.3453 1.8379
C 3.7862 -2.8794 1.5731
H -0.4284 -0.2543 -0.4599
C -0.1987 1.3139 -4.7921
H -0.6907 1.7539 -0.8243
C 1.5074 -3.8008 2.4324
C 2.1263 1.2754 2.1119
C -6.0768 2.2016 0.4717
H -1.5734 -0.5910 2.5910
C 2.9387 -3.3273 2.7781
C -0.2896 1.5651 1.5588
H 3.8332 -1.3997 0.0014
C 3.4386 0.9710 1.4189
H -1.7280 -3.0816 3.1599
H 1.9470 2.3387 1.9644
C 0.5365 3.6851 -1.2947
C -4.2728 0.4336 0.5814
H 2.8948 -2.5211 3.5233
H -0.7840 -2.7213 1.7203
H 5.1967 -0.3283 1.7005
C -2.4355 0.4746 -0.9937
H -6.8561 2.2840 -0.2831
H 3.6543 -3.5861 0.7471
H 1.2076 3.0097 -1.8423
H 4.8388 -2.9170 1.8751
C 0.4834 -0.3865 2.9271
H -2.7976 1.7664 -2.7400
C 0.3781 -3.4457 3.4278
H -1.0415 -1.0495 4.2171
H -1.3034 3.4607 -0.1451
H 0.6277 -1.9121 -4.9387
C -0.4858 0.3315 -2.5921
F -0.2865 2.4192 -5.6089
H -4.7029 0.0810 1.5251
H -0.0560 -1.7838 -2.5409
F -5.0144 2.8823 -2.0005
H 1.6079 0.7247 -6.9737
H 0.9224 -0.8936 -7.0850
O 1.4153 -0.6420 3.7254
H 3.3462 1.0551 0.3250
C -0.0538 -0.8851 -3.1532
C -3.1756 1.3796 -1.7983
H -0.0769 0.5207 -7.4228
C -3.1288 -0.1654 0.0595
C 0.2617 0.1297 -5.3532
C -0.3796 2.9074 -0.3864
C -0.7870 -2.6381 2.8098
```

Values from the calculation:
DFT total energy: -1591.20785 Eh
total charge: 0
HOMO energy: -7.37 eV

=====

(6)
Density functional theory data (the ωB97M-V functional and the def2-TZVPD basis) for a structure of composition C30H38I2N4OSi2Ti.

Structure (XYZ):
```
78
Properties=species:S:1:pos:R:3
C -0.6056 5.3640 -0.9417
C -1.9813 -3.2158 -0.5465
H 5.1708 2.3449 2.1745
C -0.2615 -4.2985 2.8925
H -2.6398 0.9021 3.3394
N -0.7019 -1.3011 -1.1266
C 2.0350 -1.2039 -2.1733
C -0.2703 3.3700 -2.1887
C 4.3075 0.5513 1.3121
C -2.2612 -3.4375 -1.8875
H 3.1775 -1.1018 0.6039
O -0.7048 1.2760 -1.1973
H 0.4344 -1.4952 4.2810
N 1.8910 0.4037 1.2494
H 1.2078 -4.1235 0.1968
H 0.5935 -4.9230 3.1383
N -0.5332 1.4445 1.5576
H -2.4439 1.7588 0.7977
H 1.4522 -2.1124 -2.0784
H 2.0951 1.8443 -0.9578
H -4.3379 0.3213 1.0635
H -2.8595 -4.2836 -2.1889
H 4.6572 0.0588 -3.8894
C 3.0824 -1.1715 -3.0585
N 1.6672 -0.1513 -1.3914
C -3.5016 -2.8100 2.7300
H -2.3573 -3.8761 0.2169
C 1.8766 1.6048 1.8986
C -1.6071 2.3649 1.1669
H -2.0216 -2.6523 -3.8834
C -0.9077 -1.5662 1.1556
H -3.5351 -3.6687 2.0710
I -0.5085 7.4722 -0.7725
H -3.3791 -0.4220 4.1809
H 1.8989 -2.4000 3.9881
C 3.0093 2.3100 2.2380
C 0.5196 2.1173 2.3130
H -0.7889 -4.0965 3.8189
Si -2.5939 -1.2928 1.9866
H 0.3888 1.9520 3.3943
H -3.2050 -0.1641 -0.1986
C 1.1636 -1.7539 3.5200
H -0.6030 -0.7551 -3.1162
H -4.4784 -1.2453 0.3102
H -4.5267 -2.5511 2.9791
I 0.2533 2.3288 -3.9466
C -1.0611 4.6229 0.1369
C -0.6808 2.5633 -1.1094
H 0.1096 5.3232 -2.9680
C 4.2721 1.8076 1.9234
H -1.9545 2.9827 2.0116
H 2.5453 -3.5371 1.1664
Ti 0.2381 0.0670 -0.0194
C 2.3911 0.9879 -1.5657
C -1.7887 -2.5334 -2.8372
C -1.2178 -2.1109 -0.1872
Si 0.3309 -2.6725 2.0590
H -3.0129 -3.1190 3.6483
C -1.1147 3.2463 0.0552
C -3.7639 -0.5137 0.6711
H 1.7494 -2.4654 0.0155
H -0.9225 0.6947 2.1302
H 2.9102 3.2460 2.7684
C 3.4477 1.0975 -2.4356
C -1.0015 -1.4827 -2.4192
H -1.3946 5.1195 1.0384
H 3.3165 -2.0546 -3.6365
H 0.4687 3.1986 2.1346
H -1.6410 -0.3198 4.1273
C -2.5424 -0.1591 3.5434
H 1.6697 -0.8449 3.2183
C 1.5875 -3.2601 0.7383
H 3.9767 2.0345 -2.5227
C 3.8297 -0.0012 -3.2049
H 5.2478 0.0810 1.0745
C -0.2184 4.7432 -2.1187
H -0.9195 -4.8839 2.2603
C 3.1388 -0.1028 1.0177
```

Values from the calculation:
DFT total energy: -3484.18288 Eh
total charge: 0
spin multiplicity: 3
HOMO energy (spin up / spin down): -4.91 / -7.82 eV
energy above the lowest of the compared OMol25 structures with the same formula, charge and spin: 35.6 kcal/mol

=====

What did we get for maximum force? Answer: 0.629; 2.465; 4.789; 0.095; 3.732; 3.046 eV/A, in the order shown.